# C15H20AlCaCl2CsIN3O19S

A molecular structure, C15H20AlCaCl2CsIN3O19S (ωB97M-V with the def2-TZVPD basis set, OMol25).

Structure (XYZ):
```
64
C15H20AlCaCl2CsIN3O19S ωB97M-V with the def2-TZVPD basis set
C 2.76836 1.18255 -0.17809
C 2.23776 0.11512 0.81323
C 1.22102 -0.75482 0.01589
I 1.23680 -2.75523 1.01224
C -0.32449 -0.25261 0.08529
C -0.51066 1.19492 0.33737
C -2.10300 1.56357 0.33782
C -2.85422 0.45627 0.07131
N -2.47278 -0.80265 -0.12103
N -1.18643 -1.19835 -0.11611
H 3.51569 0.75843 -0.83963
H 1.96141 1.51010 -0.83568
H 3.11710 2.07887 0.32759
H 1.83677 0.58894 1.72032
H 3.12437 -0.43247 1.11256
H 1.55112 -0.91945 -1.01033
H 0.30156 1.97417 0.48330
H -2.50233 2.59739 0.50878
H -3.92134 0.63938 -0.00177
H -3.16756 -1.50516 -0.31658
O -2.47584 6.03140 3.31077
Cl -2.30453 4.90858 2.46119
O -2.97718 3.74358 3.01788
O -0.87728 4.58790 2.35295
O -2.81253 5.16936 1.14616
Ca 1.05171 -2.59578 3.99270
C 2.29285 5.34499 3.96065
O 2.44817 4.12956 3.58249
O 1.09231 5.84574 3.54161
O 3.06287 6.03649 4.61299
H 0.88328 4.99539 3.11620
C 4.12680 -5.57019 5.28301
O 3.93257 -4.31621 5.01445
H 4.41872 -6.23303 4.44252
H 4.84881 -5.79612 6.08705
H 3.19069 -6.17198 5.69487
Cs -0.18133 1.88086 2.42372
C -4.34611 3.45283 -2.09718
O -4.74940 3.40515 -0.91814
O -3.78718 4.65150 -2.48388
O -4.37870 2.53456 -2.93640
H -3.89341 5.14245 -1.65188
Al 0.00778 0.07121 -2.29521
O 3.35737 -7.69462 6.22555
Cl 2.43301 -8.41101 7.15140
O 1.82905 -9.48460 6.43163
O 1.44972 -7.45422 7.57593
O 3.20629 -8.88507 8.25024
O -7.12608 0.53392 -3.88058
S -7.58792 1.20120 -2.66305
O -9.02839 1.01620 -2.52646
O -7.29348 2.64089 -2.73676
O -6.87941 0.65417 -1.50038
N 1.10832 -1.98526 -6.22796
C 2.30714 -2.41520 -6.61869
C 3.21446 -1.63425 -7.31879
C 2.85755 -0.33319 -7.63363
C 1.61439 0.13233 -7.23692
C 0.78344 -0.73135 -6.54043
H 2.54456 -3.43990 -6.35485
H 4.17485 -2.03673 -7.60935
H 3.53705 0.30795 -8.17977
H 1.29500 1.14040 -7.46232
H -0.19911 -0.40890 -6.20983
```

HOMO energy = -8.17 eV
E_LUMO = -6.588 eV
Orbital gap = 0.058 Ha
Molecular weight = 976.17 g mol⁻¹